This record from the Open Molecules 2025 dataset describes 8 unconnected molecules or ions with the total composition C57H119N5O11S3 at a distorted geometry. The level of theory is wB97M-V/def2-TZVPD.

Its energy relative to the best compared isomer or geometry (same formula, charge and spin) is 0.036 eV.

Geometry as ORCA input:
```
! RIJCOSX wB97M-V def2-TZVPD def2/J DEFGRID3
* xyz 0 1
C -0.9404 1.6830 1.1336
C -1.2859 0.2453 0.6765
C -2.6117 -0.2939 1.1556
C -1.2980 0.3316 -0.8761
C -1.1434 -0.9704 -1.6548
C 0.0834 -1.7964 -1.1950
C 0.3038 -1.7930 0.3425
C -0.3362 -3.0474 0.9123
C 1.8281 -1.9938 0.4549
N -0.0509 -0.5168 0.9668
O 0.1880 -0.5614 2.3662
H -0.1500 2.1604 0.5576
H -1.8436 2.2947 1.0643
H -0.6064 1.7187 2.1723
H -2.6320 -0.2419 2.2485
H -3.4921 0.1174 0.6694
H -2.6901 -1.3704 0.9691
H -2.3081 0.5901 -1.2083
H -0.6461 1.1201 -1.2547
H -2.0682 -1.4986 -1.3926
H -1.1151 -0.7948 -2.7302
H 0.8922 -1.1720 -1.5883
H 0.0149 -2.7651 -1.6818
H -0.1519 -3.1820 1.9837
H -0.0334 -4.0056 0.4827
H -1.4250 -3.0567 0.7928
H 2.1033 -2.1369 1.5056
H 2.3649 -1.0993 0.1311
H 2.1783 -2.8922 -0.0509
H 1.0180 -0.0616 2.3977
C 5.1943 1.2053 2.8891
C 3.8566 1.5364 3.5679
C 3.1174 0.2591 3.9832
C 4.2013 2.2217 4.8986
C 4.6647 3.6592 4.7124
C 3.5365 4.4475 4.0565
C 3.1214 3.8765 2.6773
C 1.6999 4.4176 2.3979
C 4.0636 4.3415 1.5608
N 2.9995 2.4278 2.7943
O 2.6142 1.8553 1.5483
H 5.0158 0.8493 1.8630
H 5.8689 2.0312 2.6653
H 5.5850 0.3489 3.4372
H 3.6953 -0.2320 4.7661
H 2.2082 0.6546 4.4339
H 2.9375 -0.4359 3.1633
H 3.2944 2.2872 5.5102
H 4.9376 1.6682 5.4824
H 4.8991 4.1047 5.6851
H 5.6422 3.7418 4.2243
H 3.8843 5.4754 3.9436
H 2.7530 4.4168 4.8147
H 1.6579 5.5028 2.2842
H 0.9477 4.1244 3.1302
H 1.3316 4.0063 1.4549
H 4.6174 5.2325 1.8742
H 3.5263 4.6573 0.6650
H 4.8839 3.6959 1.2315
H 3.4217 1.9294 1.0125
C 4.4083 -4.4611 6.8124
C 3.4887 -5.5575 6.3601
C 3.9897 -6.9221 6.8443
C 2.0538 -5.3639 6.9409
C 1.1962 -4.3652 6.1541
C 1.2295 -4.8576 4.7402
C 2.5673 -4.8195 4.0070
C 2.2922 -5.4558 2.6453
C 3.0560 -3.3637 3.9113
N 3.4473 -5.6359 4.8616
O 4.6862 -5.8702 4.2540
H 5.3917 -4.3858 6.3509
H 3.9536 -3.4643 6.7322
H 4.5622 -4.4075 7.8989
H 4.9923 -7.0873 6.4349
H 4.0653 -7.0625 7.9190
H 3.4066 -7.6799 6.3160
H 1.5660 -6.3355 6.8384
H 2.0794 -5.1135 8.0028
H 0.1945 -4.2352 6.5651
H 1.5848 -3.3417 6.0819
H 0.4893 -4.2170 4.2381
H 0.8209 -5.8705 4.6731
H 1.8691 -4.8109 1.8778
H 1.7537 -6.4000 2.7113
H 3.2761 -5.6968 2.2229
H 3.3346 -2.9917 4.8959
H 2.2719 -2.6613 3.6146
H 3.9103 -3.2668 3.2407
H 4.6447 -6.7492 3.8610
C 0.7460 -0.7797 -8.0391
C 1.3726 -1.9279 -7.2607
C 2.6561 -1.3922 -6.6484
C 0.3854 -2.2144 -6.1135
C 0.7747 -3.4545 -5.3290
C 0.7276 -4.6872 -6.2257
C 1.5611 -4.4596 -7.5501
C 3.0096 -4.8805 -7.2038
C 0.9298 -5.4397 -8.5646
N 1.4659 -3.1286 -8.1219
O 2.4125 -2.9271 -9.1658
H 1.4540 -0.3621 -8.7553
H -0.1845 -1.1017 -8.5144
H 0.4080 -0.0331 -7.3189
H 3.2393 -2.0785 -6.0255
H 3.3795 -1.2692 -7.4689
H 2.6919 -0.4355 -6.1280
H 0.5500 -1.4888 -5.3070
H -0.6638 -2.1648 -6.4040
H 1.7963 -3.3975 -4.9402
H 0.1760 -3.5605 -4.4198
H -0.3081 -4.8783 -6.5169
H 1.1298 -5.5659 -5.7275
H 3.0362 -5.8534 -6.7126
H 3.5988 -4.1640 -6.6363
H 3.5228 -5.0519 -8.1558
H 1.5413 -5.3273 -9.4656
H -0.0278 -5.0446 -8.9166
H 0.7323 -6.4476 -8.2105
H 1.8373 -2.5522 -9.8431
C -6.5938 3.2554 -4.5345
C -5.8390 1.9531 -4.2745
C -5.6577 1.2011 -5.5919
C -4.4389 2.2974 -3.7379
C -4.4469 2.6608 -2.2682
C -4.9692 1.4942 -1.4760
C -6.3719 1.1056 -1.8282
C -6.6261 -0.2570 -1.2522
C -7.3859 2.1255 -1.2417
N -6.5098 1.0265 -3.3228
O -7.8584 0.7971 -3.6661
H -7.5516 3.1549 -5.0467
H -6.8222 3.8751 -3.6627
H -5.9551 3.8956 -5.1499
H -6.5777 0.6749 -5.8524
H -5.2689 1.7982 -6.4172
H -4.9148 0.4022 -5.4992
H -3.6792 1.5239 -3.8666
H -4.0972 3.1954 -4.2596
H -3.4475 2.9348 -1.9181
H -4.9772 3.6035 -2.0906
H -4.7941 1.5813 -0.4053
H -4.3427 0.6868 -1.8845
H -6.6600 -0.3038 -0.1601
H -5.9245 -1.0198 -1.5897
H -7.6404 -0.5926 -1.5015
H -7.3015 2.1390 -0.1531
H -8.3656 1.7557 -1.5454
H -7.2685 3.1589 -1.5629
H -7.8252 -0.0517 -4.1196
O 1.3678 3.9706 -4.4826
S 0.8985 3.2389 -3.3273
O -0.5024 3.2149 -2.9959
C 1.5433 1.5521 -3.3181
C 2.3615 1.3780 -2.0500
C 2.9726 2.7039 -1.6662
C 1.8630 3.7748 -1.8653
H 2.0697 1.5700 -4.2768
H 0.6906 0.8837 -3.4225
H 1.6366 1.0455 -1.3019
H 3.1940 0.6815 -2.1617
H 3.7390 2.9992 -2.3919
H 3.4292 2.8447 -0.6948
H 2.2378 4.7821 -2.0372
H 1.2466 3.8132 -0.9655
O -2.3693 2.3232 6.4265
S -1.5239 1.2907 6.9949
O -1.0085 1.4538 8.3521
C -2.3331 -0.3224 6.8836
C -1.5100 -1.0756 5.8527
C -0.0460 -0.6194 6.0082
C -0.1094 0.9129 5.9082
H -3.3655 -0.0621 6.6726
H -2.1095 -0.8502 7.8098
H -1.6094 -2.1427 6.0424
H -1.8510 -0.7649 4.8614
H 0.5436 -1.2656 5.3612
H 0.2883 -0.7820 7.0404
H -0.3060 1.1513 4.8597
H 0.7142 1.5388 6.2425
O -1.3182 6.1349 -0.2730
S -2.7229 5.8467 -0.4287
O -3.1458 4.5598 0.0830
C -3.7981 7.2106 0.1199
C -4.6555 7.6730 -1.0789
C -4.6888 6.5152 -2.0811
C -3.2131 6.0647 -2.1825
H -3.1354 7.9349 0.5932
H -4.4539 6.8983 0.9328
H -5.6351 8.0546 -0.8026
H -4.1494 8.4562 -1.6477
H -5.1137 6.7969 -3.0450
H -5.3206 5.6785 -1.7743
H -2.5282 6.8628 -2.4752
H -3.0191 5.2026 -2.8156
*
```

This record from the Open Molecules 2025 dataset describes a molecular structure, C33H57Cl2NO2P2Tb at a distorted geometry. The level of theory is wB97M-V/def2-TZVPD.

For the electronic energy, the calculation gives -106793.0758 eV.

Geometry as ORCA input:
```
! RIJCOSX wB97M-V def2-TZVPD def2/J DEFGRID3
* xyz -1 7
Tb -1.0789 -0.6534 -0.8385
Cl -2.7622 -2.5983 -1.0130
P -0.5109 -1.4683 -3.4551
C -1.9294 -1.4894 -4.6436
C 0.9220 -0.5901 -4.2290
C -0.0623 -3.2464 -3.1551
C -2.9150 -0.3385 -4.3806
H -2.4398 -2.4370 -4.3862
C -1.4487 -1.5372 -6.0910
H -0.9808 -0.5911 -6.3868
H -2.3236 -1.7037 -6.7328
H -0.7367 -2.3518 -6.2742
H -3.5463 -0.5524 -3.5088
H -3.5661 -0.2212 -5.2568
H -2.4105 0.6219 -4.1927
H -1.0363 -3.6453 -2.8100
C 0.9452 -3.4602 -2.0031
C 0.3414 -3.9357 -4.4558
H -0.5103 -4.0366 -5.1392
H 0.7069 -4.9452 -4.2213
H 1.1501 -3.3932 -4.9673
H 1.2899 -2.5344 -1.5173
H 1.8384 -3.9951 -2.3620
H 0.4730 -4.0617 -1.2094
C 0.5499 0.8839 -4.4568
H 1.0773 -1.1038 -5.1958
C 2.1911 -0.7095 -3.3702
H -0.2622 1.0196 -5.1877
H 1.4400 1.4114 -4.8288
H 0.2547 1.3670 -3.5081
H 2.0145 -0.4112 -2.3234
H 2.9490 -0.0182 -3.7659
H 2.6075 -1.7273 -3.3722
Cl -0.1951 1.8038 -1.0352
H -2.7146 0.2845 -1.3904
P -2.6991 0.4395 1.7952
C -3.2717 -1.0914 2.6708
C -1.8594 1.5503 3.0199
C -4.1944 1.2789 1.1136
C -2.2653 -2.2420 2.4848
H -4.1894 -1.3671 2.1137
C -3.6218 -0.8603 4.1411
H -2.7169 -0.6987 4.7402
H -4.1217 -1.7612 4.5272
H -4.3036 -0.0109 4.2861
H -2.3290 -2.6250 1.4504
H -2.5290 -3.0681 3.1627
H -1.2204 -1.9465 2.6762
H -4.6419 0.4686 0.5047
C -3.8444 2.4296 0.1441
C -5.1646 1.6887 2.2232
H -5.6194 0.8156 2.7081
H -5.9790 2.2929 1.7999
H -4.6661 2.2998 2.9907
H -2.7854 2.4196 -0.1495
H -4.0883 3.4136 0.5713
H -4.4177 2.3064 -0.7856
C -0.5640 0.8814 3.4968
H -2.5491 1.6708 3.8777
C -1.5409 2.9164 2.4059
H -0.7080 -0.1255 3.9136
H -0.0783 1.5080 4.2650
H 0.1411 0.7924 2.6544
H -0.9433 2.7806 1.4879
H -0.9335 3.5041 3.1102
H -2.4416 3.4962 2.1607
C 2.6721 3.0036 4.8671
C 2.5985 3.0453 3.3609
C 2.0835 4.1916 2.7554
C 1.9825 4.3008 1.3697
C 2.3689 3.2329 0.5870
C 2.7958 2.0251 1.1867
N 2.7869 0.9059 0.3719
C 3.5731 -0.2690 0.3978
C 4.8835 -0.3050 -0.0915
C 5.5758 -1.5144 -0.1338
C 4.9805 -2.6842 0.3449
C 3.6738 -2.6631 0.8378
C 2.9622 -1.4687 0.8059
C 1.5302 -1.3574 1.2179
O 1.2017 -1.4786 2.4023
O 0.7079 -1.0999 0.2323
C 3.0200 1.9596 2.5886
C 3.6054 0.7357 3.1996
H 2.0462 2.2021 5.2947
H 3.7021 2.8497 5.2241
H 2.3157 3.9547 5.2794
H 1.7689 5.0153 3.3921
H 1.5989 5.2067 0.9059
H 2.3179 3.2744 -0.5081
H 2.1758 0.9919 -0.4425
H 5.3301 0.6249 -0.4499
H 6.5814 -1.5396 -0.5514
H 5.5289 -3.6245 0.3334
H 3.1707 -3.5491 1.2267
H 2.8963 -0.1012 3.1889
H 4.5104 0.4173 2.6705
H 3.8792 0.9246 4.2391
*
```

This record from the Open Molecules 2025 dataset describes a molecular structure, C12H23AuBN3O2S2. The level of theory is wB97M-V/def2-TZVPD.

Its energy relative to the best compared isomer or geometry (same formula, charge and spin) is 0.628 eV.

Geometry as ORCA input:
```
! RIJCOSX wB97M-V def2-TZVPD def2/J DEFGRID3
* xyz 0 1
Au -0.0144 -0.3720 -0.6267
S 0.2608 -0.6240 3.1114
C -1.3416 -0.8385 2.8651
N -2.2971 0.1038 2.9958
C -3.6843 -0.3173 2.9649
C -3.7082 -1.5772 2.1056
S -2.0764 -2.3481 2.3442
H -2.0186 1.0060 3.3462
H -4.3041 0.4675 2.5307
H -4.0497 -0.5308 3.9733
H -3.8247 -1.3398 1.0492
H -4.4809 -2.2763 2.4159
C 3.9998 1.9645 -2.1036
C 3.8903 1.2311 -0.7717
C 4.6971 1.9657 0.2817
O 2.4962 1.2496 -0.3946
B 1.9426 0.0281 -0.7118
O 2.9022 -0.8769 -1.1205
C 4.2046 -0.2963 -0.8900
C 5.1233 -0.6668 -2.0382
C 4.7313 -0.9002 0.4075
H 3.5611 2.9563 -1.9890
H 3.4460 1.4392 -2.8835
H 5.0400 2.0730 -2.4159
H 4.3966 3.0146 0.2936
H 5.7639 1.9117 0.0517
H 4.5277 1.5539 1.2749
H 4.6654 -0.4438 -3.0003
H 5.3307 -1.7374 -2.0015
H 6.0707 -0.1276 -1.9614
H 4.0969 -0.6202 1.2500
H 5.7578 -0.5884 0.6086
H 4.7007 -1.9860 0.3152
C -5.6091 -1.2994 -1.7912
N -5.1608 -0.0755 -1.1363
C -6.1264 0.6624 -0.3278
C -3.8632 0.1307 -0.9508
N -2.7351 0.3414 -0.7978
H -6.5472 -1.0980 -2.3054
H -5.7716 -2.1070 -1.0721
H -4.8702 -1.6175 -2.5207
H -6.9366 1.0188 -0.9624
H -5.6377 1.5175 0.1300
H -6.5476 0.0292 0.4578
*
```